{
  "formula": "C5H12N2O",
  "method": "wB97M-V/def2-TZVPD",
  "e_above_lowest_ev": 3.4239,
  "e_tot_ha": -382.3767,
  "spin_multiplicity": 1,
  "gap_ev": 7.8787,
  "e_homo_ev": -7.16,
  "species": ["C", "C", "C", "N", "N", "C", "C", "O", "H", "H", "H", "H", "H", "H", "H", "H", "H", "H", "H", "H"],
  "xyz": [[-1.37180, 0.64990, 0.36475], [-1.70731, -0.37722, -0.64668], [1.56025, -1.49534, 0.34994], [0.62348, 1.39357, -0.01903], [-0.91413, 0.30184, 1.60928], [1.33699, 0.68447, -0.93964], [1.68137, -0.62858, -0.86693], [-2.06970, 1.79269, 0.28645], [-2.10919, 2.20197, 1.16434], [0.58436, 2.37173, -0.28717], [0.02753, 0.81516, 1.61828], [-0.68587, -0.68356, 1.66501], [1.60613, 1.19978, -1.86494], [2.10866, -1.07955, -1.75368], [-2.36561, 0.01193, -1.41916], [-0.76274, -0.70736, -1.11562], [-2.14814, -1.25723, -0.17389], [0.62241, -2.06831, 0.39230], [2.36323, -2.23474, 0.37738], [1.62008, -0.89116, 1.25901]],
  "forces_ev_per_angstrom": [[0.963, 0.688, -0.295], [0.616, 0.029, -0.372], [-0.098, -0.020, -0.013], [-0.738, -0.261, 0.185], [0.801, 0.232, 0.693], [0.111, -0.445, -0.604], [-0.208, 0.420, 0.054], [-0.161, -0.148, 0.041], [0.233, -0.092, -0.082], [-0.128, -0.049, -0.172], [-1.162, -0.568, 0.351], [-0.168, -0.018, -0.047], [-0.026, -0.098, -0.044], [0.178, 0.087, 0.030], [-0.033, 0.030, 0.094], [-0.147, 0.055, 0.053], [-0.071, 0.103, 0.099], [0.024, 0.029, 0.003], [-0.010, 0.043, 0.025], [0.023, -0.017, -0.001]],
  "lowdin_charge": [-0.47, 0.00, -0.14, -0.02, 0.08, -0.30, -0.20, 0.07, 0.13, 0.05, 0.10, 0.07, 0.10, 0.08, 0.09, 0.07, 0.10, 0.06, 0.07, 0.06]
}

=====

{
  "formula": "C5H12N2O",
  "method": "wB97M-V/def2-TZVPD",
  "e_above_lowest_ev": 3.5511,
  "e_tot_ha": -382.3720,
  "spin_multiplicity": 1,
  "gap_ev": [8.5274, 8.5286],
  "e_homo_ev": [-7.61, -7.62],
  "species": ["C", "C", "C", "C", "N", "N", "C", "O", "H", "H", "H", "H", "H", "H", "H", "H", "H", "H", "H", "H"],
  "xyz": [[-0.90069, -1.28743, 0.48666], [1.03319, 0.46338, -1.87376], [-1.93001, -0.63890, 1.33924], [0.73554, 1.86308, 0.24415], [0.34294, -1.43079, 0.88566], [1.36899, -1.94044, 0.29086], [0.03717, 1.11811, -0.87014], [-1.12449, 1.30671, -1.14906], [0.60553, -0.92162, 1.73240], [1.07164, -2.41902, -0.56106], [-1.21305, -1.84398, -0.38449], [0.49218, 0.10106, -2.74244], [1.56943, -0.35350, -1.39019], [1.77157, 1.20299, -2.16497], [-1.51269, -0.31964, 2.29476], [-2.32461, 0.24071, 0.82291], [-2.76940, -1.31155, 1.52425], [0.01760, 2.18718, 0.99462], [1.50654, 1.23632, 0.68613], [1.22262, 2.74735, -0.16553]],
  "forces_ev_per_angstrom": [[0.033, -0.576, 0.859], [-1.040, -0.209, 0.868], [0.003, 0.196, -0.186], [-0.396, -0.474, 0.502], [-0.993, 0.833, -0.690], [1.302, -0.707, 0.101], [1.164, 1.142, -1.848], [-0.038, -0.406, 0.365], [-0.182, -0.263, -0.060], [-0.275, 0.128, 0.141], [0.248, 0.107, -0.236], [-0.029, 0.020, -0.066], [0.045, -0.038, 0.047], [0.058, 0.207, -0.040], [-0.032, 0.011, 0.063], [-0.036, 0.046, 0.068], [0.032, -0.001, 0.103], [-0.008, 0.000, 0.063], [0.147, 0.006, 0.113], [-0.003, -0.023, -0.164]],
  "lowdin_charge": [-0.18, -0.02, -0.08, -0.03, -0.17, -0.02, -0.51, 0.04, 0.15, 0.03, 0.13, 0.08, 0.04, 0.08, 0.08, 0.07, 0.07, 0.08, 0.07, 0.09]
}

=====

{
  "formula": "C5H12N2O",
  "method": "wB97M-V/def2-TZVPD",
  "e_above_lowest_ev": 10.5314,
  "e_tot_ha": -382.1155,
  "spin_multiplicity": 1,
  "gap_ev": 3.2688,
  "e_homo_ev": -7.35,
  "species": ["N", "C", "C", "C", "N", "C", "C", "O", "H", "H", "H", "H", "H", "H", "H", "H", "H", "H", "H", "H"],
  "xyz": [[1.61644, 0.76875, -1.55199], [1.43407, -0.65913, -1.18333], [1.00972, -0.49747, 1.39107], [1.75452, -1.18954, 0.26752], [-2.74603, 1.10496, -0.81652], [-1.50296, 1.36019, -0.04500], [-2.47664, 0.45425, 0.81000], [-2.27658, -0.83077, 0.86923], [1.94429, -1.41529, -1.79683], [2.54008, 1.00421, -1.23257], [0.29455, -0.85295, -1.26497], [1.51586, -0.42721, 2.27753], [-0.06861, -0.91770, 1.44330], [0.74474, 0.60574, 1.04919], [1.52292, -2.22893, 0.16790], [2.89383, -0.98012, 0.39442], [-2.65032, 0.35503, -1.58262], [-0.71701, 1.01226, -0.55460], [-1.43463, 2.44300, 0.17916], [-3.39824, 0.89076, 1.17911]],
  "forces_ev_per_angstrom": [[-0.839, -2.637, 0.600], [-2.947, 0.968, 0.731], [-4.161, 1.800, -3.600], [2.667, 2.235, -0.658], [1.209, -0.408, -0.491], [-5.334, 1.550, -0.567], [0.497, -3.847, -1.560], [-0.250, 3.810, -0.057], [0.130, 0.521, -0.593], [0.872, 0.381, 0.291], [1.643, 0.125, -0.425], [1.043, -0.254, 2.323], [1.792, 0.389, 0.480], [0.943, -1.887, 0.708], [0.262, -0.802, 0.431], [-1.698, -0.858, -0.066], [0.401, 1.048, 1.799], [3.434, -1.857, -0.886], [-0.155, -0.644, 0.563], [0.491, 0.368, 0.977]],
  "lowdin_charge": [0.11, -0.33, -0.11, -0.26, 0.06, -0.15, -0.28, -0.05, 0.11, 0.01, 0.11, 0.03, 0.08, 0.09, 0.09, 0.13, 0.11, 0.00, 0.13, 0.12]
}

=====

{
  "formula": "C5H12N2O",
  "method": "wB97M-V/def2-TZVPD",
  "e_above_lowest_ev": 2.3303,
  "e_tot_ha": -382.4169,
  "spin_multiplicity": 1,
  "smiles": "CCCNC(=O)CN",
  "gap_ev": 9.9101,
  "e_homo_ev": -9.03,
  "species": ["C", "C", "C", "N", "C", "O", "C", "N", "H", "H", "H", "H", "H", "H", "H", "H", "H", "H", "H", "H"],
  "xyz": [[0.32625, 0.67875, -2.86436], [-0.03865, -0.24060, -1.70809], [0.88518, -0.32538, -0.54223], [0.74088, 0.76443, 0.39632], [0.03950, 0.75247, 1.62878], [-0.35902, 1.83148, 2.10880], [-0.20545, -0.55439, 2.37429], [-1.58091, -0.81688, 2.61818], [1.32671, 1.09466, -2.85011], [0.36878, 0.21325, -3.73975], [-0.26719, 1.56598, -2.91355], [-0.24277, -1.26603, -2.19610], [-1.09194, -0.12038, -1.44769], [0.84890, -1.27644, 0.06153], [1.92321, -0.30987, -0.85941], [0.94841, 1.61184, 0.01421], [0.18625, -1.34934, 1.75180], [0.27808, -0.44724, 3.43220], [-1.96388, -1.75520, 2.22526], [-2.12233, -0.05109, 2.50991]],
  "forces_ev_per_angstrom": [[0.834, 2.186, 3.299], [-1.707, -2.540, -1.979], [0.792, -1.144, 1.614], [-1.433, -2.941, 2.810], [-0.119, 2.523, -0.710], [0.752, -1.973, -0.738], [1.231, 0.306, 1.062], [0.069, -5.123, -0.377], [0.609, -0.025, 0.778], [-0.591, -2.106, -3.787], [-0.784, 0.406, -0.174], [1.163, 0.953, 0.803], [0.128, 0.802, 0.688], [-0.424, 0.796, -0.982], [0.217, 0.005, -0.452], [0.293, 3.016, -0.699], [0.523, -0.327, 0.637], [0.005, -0.234, -2.116], [0.884, 2.838, 0.801], [-2.441, 2.583, -0.477]],
  "lowdin_charge": [-0.10, -0.24, -0.23, 0.07, -0.41, 0.02, -0.23, 0.00, 0.08, 0.02, 0.07, 0.13, 0.11, 0.12, 0.12, 0.10, 0.08, 0.15, 0.13, 0.01]
}

=====

Please write out number 4 again, unchanged.
{
  "formula": "C5H12N2O",
  "method": "wB97M-V/def2-TZVPD",
  "e_above_lowest_ev": 2.3303,
  "e_tot_ha": -382.4169,
  "spin_multiplicity": 1,
  "smiles": "CCCNC(=O)CN",
  "gap_ev": 9.9101,
  "e_homo_ev": -9.03,
  "species": ["C", "C", "C", "N", "C", "O", "C", "N", "H", "H", "H", "H", "H", "H", "H", "H", "H", "H", "H", "H"],
  "xyz": [[0.32625, 0.67875, -2.86436], [-0.03865, -0.24060, -1.70809], [0.88518, -0.32538, -0.54223], [0.74088, 0.76443, 0.39632], [0.03950, 0.75247, 1.62878], [-0.35902, 1.83148, 2.10880], [-0.20545, -0.55439, 2.37429], [-1.58091, -0.81688, 2.61818], [1.32671, 1.09466, -2.85011], [0.36878, 0.21325, -3.73975], [-0.26719, 1.56598, -2.91355], [-0.24277, -1.26603, -2.19610], [-1.09194, -0.12038, -1.44769], [0.84890, -1.27644, 0.06153], [1.92321, -0.30987, -0.85941], [0.94841, 1.61184, 0.01421], [0.18625, -1.34934, 1.75180], [0.27808, -0.44724, 3.43220], [-1.96388, -1.75520, 2.22526], [-2.12233, -0.05109, 2.50991]],
  "forces_ev_per_angstrom": [[0.834, 2.186, 3.299], [-1.707, -2.540, -1.979], [0.792, -1.144, 1.614], [-1.433, -2.941, 2.810], [-0.119, 2.523, -0.710], [0.752, -1.973, -0.738], [1.231, 0.306, 1.062], [0.069, -5.123, -0.377], [0.609, -0.025, 0.778], [-0.591, -2.106, -3.787], [-0.784, 0.406, -0.174], [1.163, 0.953, 0.803], [0.128, 0.802, 0.688], [-0.424, 0.796, -0.982], [0.217, 0.005, -0.452], [0.293, 3.016, -0.699], [0.523, -0.327, 0.637], [0.005, -0.234, -2.116], [0.884, 2.838, 0.801], [-2.441, 2.583, -0.477]],
  "lowdin_charge": [-0.10, -0.24, -0.23, 0.07, -0.41, 0.02, -0.23, 0.00, 0.08, 0.02, 0.07, 0.13, 0.11, 0.12, 0.12, 0.10, 0.08, 0.15, 0.13, 0.01]
}

=====

- Which formula does entry 4 have?
  C5H12N2O